DFT (the ωB97M-V functional and the def2-TZVPD basis) results for C32H49AlClNO2PS2 as an isolated structure in a non-equilibrium geometry.

Calculated values
HOMO-LUMO gap (spin up / spin down)   3.44 / 3.43 eV
Total charge   -1
Multiplicity   1
Calculated total energy   -89641.22517 eV
Maximum force   3.9 eV/Å
LUMO energy (spin up / spin down)   2.1 / 2.1 eV

Atoms and positions in Å:
Al 1.795 -0.515 0.547
Cl 2.374 0.868 2.050
P 0.819 0.490 -1.281
C -3.293 -0.724 2.261
H -4.364 -0.487 2.174
H -2.695 0.179 2.073
C 2.628 0.808 -1.810
C -0.227 2.081 -1.216
C 2.833 1.085 -3.313
H 2.867 1.737 -1.262
C 4.277 1.535 -3.556
H 2.629 0.168 -3.889
H 2.138 1.861 -3.665
C 5.311 0.533 -3.021
H 4.431 1.693 -4.629
H 4.429 2.505 -3.063
C 5.046 0.115 -1.571
H 5.310 -0.359 -3.662
H 6.315 0.966 -3.104
C 3.576 -0.306 -1.334
H 5.719 -0.707 -1.294
H 5.279 0.955 -0.901
H 3.378 -1.244 -1.872
H 3.491 -0.531 -0.182
C -0.063 -0.514 -2.611
C -1.743 1.840 -1.374
H -0.040 2.425 -0.180
C -2.557 3.143 -1.295
H -1.950 1.360 -2.342
H -2.101 1.146 -0.598
C -2.032 4.253 -2.214
H -3.603 2.930 -1.545
H -2.548 3.503 -0.258
C -0.519 4.460 -2.093
H -2.286 4.015 -3.256
H -2.548 5.193 -1.982
C 0.288 3.156 -2.188
H -0.178 5.150 -2.874
H -0.301 4.940 -1.130
H 0.227 2.785 -3.225
H 1.348 3.378 -1.991
C 0.568 -1.898 -2.824
H -1.055 -0.669 -2.146
C -0.329 -2.771 -3.723
H 1.563 -1.783 -3.286
H 0.722 -2.414 -1.864
C -0.694 -2.096 -5.051
H 0.172 -3.726 -3.920
H -1.256 -3.002 -3.180
C -1.204 -0.661 -4.865
H 0.189 -2.082 -5.704
H -1.455 -2.691 -5.570
C -0.297 0.188 -3.962
H -1.304 -0.174 -5.843
H -2.213 -0.695 -4.429
H 0.664 0.352 -4.470
H -0.757 1.177 -3.829
C -1.412 -1.786 1.020
C -2.940 -1.879 1.407
H -1.106 -1.068 0.249
C -3.244 -3.273 1.993
H -3.491 -1.779 0.463
C -2.198 -3.790 2.982
H -4.246 -3.292 2.438
H -3.256 -3.959 1.133
C -0.752 -3.708 2.495
H -2.277 -3.259 3.946
H -2.457 -4.836 3.188
C -0.396 -2.298 1.904
H -0.061 -3.928 3.322
H -0.576 -4.468 1.718
H -0.254 -1.631 2.781
H 0.609 -2.333 1.392
O -1.919 3.187 6.215
S -1.080 2.410 5.343
O -0.019 3.065 4.616
N -2.015 1.428 4.301
C -1.952 0.157 4.594
S -3.092 -1.040 4.053
C -0.944 -0.191 5.610
C -0.515 -1.443 6.070
C 0.343 -1.498 7.170
C 0.741 -0.318 7.818
C 0.358 0.938 7.320
C -0.451 0.978 6.195
H -0.862 -2.343 5.557
H 0.685 -2.466 7.537
H 1.357 -0.380 8.714
H 0.649 1.876 7.800